(1)
Below is a structure of composition C5H9NO at a distorted geometry, with properties calculated with ωB97M-V with the def2-TZVPD basis set.

The calculation puts the HOMO-LUMO gap at 0.28760 Ha. For the maximum force, the calculation gives 1.179 eV/A. The LUMO energy comes out at 0.4473 eV. Its energy relative to the best compared isomer or geometry (same formula, charge and spin) is 5.9310 eV.

Element x y z (Å)
C  -1.6613  -0.4603  -1.4266
C  0.3913  -1.0887  -0.4025
C  0.5257  0.2834  -0.0412
O  -0.8699  0.8954  -0.5012
C  0.5670  0.6275  1.4493
C  1.8871  0.3404  2.0226
N  2.9333  0.1348  2.4720
H  -1.1374  -0.8182  -2.3056
H  -2.0688  -1.2570  -0.8157
H  -2.4298  0.2765  -1.6765
H  1.0140  -1.4641  -1.2099
H  0.2450  -1.8046  0.4057
H  1.2562  0.8664  -0.6121
H  -0.7992  1.7598  -0.9642
H  -0.1868  0.0274  1.9700
H  0.3336  1.6813  1.6360

---

(2)
Below is a cluster of 2 separate species, C5H9NO in total at a distorted geometry, with properties calculated with ωB97M-V with the def2-TZVPD basis set.

The calculation puts the HOMO-LUMO gap at 0.42494 Ha. For the maximum force, the calculation gives 1.300 eV/A. The LUMO energy comes out at 0.7369 eV. Its SMILES is C=C[C@H](C)C#N.O. Its energy relative to the best compared isomer or geometry (same formula, charge and spin) is 1.7092 eV.

Element x y z (Å)
C  -0.4885  0.8257  -1.4244
C  0.0611  0.9886  -0.0098
C  0.8343  -0.2269  0.4557
C  0.6003  -0.8580  1.6087
O  -1.6103  -2.1686  0.0268
C  0.9216  2.1705  0.0538
N  1.6120  3.0924  0.0899
H  -1.1745  -0.0214  -1.4372
H  0.3201  0.6333  -2.1338
H  -1.0237  1.7259  -1.7326
H  -0.7744  1.1724  0.6718
H  -0.7690  -1.6965  0.2411
H  1.6776  -0.5210  -0.1739
H  -0.1610  -0.5169  2.3118
H  1.2112  -1.6968  1.9368
H  -1.2368  -2.9025  -0.4847

---

(3)
Below is a cluster of 2 separate species, C5H9NO in total at a distorted geometry, with properties calculated with ωB97M-V with the def2-TZVPD basis set.

The calculation puts the HOMO-LUMO gap at 0.37560 Ha. For the maximum force, the calculation gives 3.696 eV/A. The LUMO energy comes out at 0.7912 eV. Its SMILES is C/N=C(/C)O.C#C. Its energy relative to the best compared isomer or geometry (same formula, charge and spin) is 4.1995 eV.

Element x y z (Å)
C  -2.7778  1.0000  0.3745
C  -0.1947  -2.0611  -0.6929
C  -2.0394  1.6483  1.0460
C  1.1296  1.3497  -0.1758
C  0.8731  -0.1343  -0.0462
N  0.2435  -0.7768  -0.9001
O  1.3724  -0.5755  1.1666
H  -3.5298  0.3901  -0.0494
H  0.1086  -2.4908  0.2721
H  -1.3426  -1.8522  -0.7792
H  0.0579  -2.7538  -1.5183
H  -1.3160  2.3004  1.3890
H  0.2491  1.8288  -0.5635
H  1.9705  1.5312  -1.0028
H  1.4746  1.8523  0.7030
H  2.2546  -0.2388  1.1528

---

(4)
Below is a cluster of 2 separate species, C5H9NO in total at a distorted geometry, with properties calculated with ωB97M-V with the def2-TZVPD basis set.

The calculation puts the HOMO-LUMO gap at 0.36010 Ha. For the maximum force, the calculation gives 1.154 eV/A. The LUMO energy comes out at 0.4401 eV. Its energy relative to the best compared isomer or geometry (same formula, charge and spin) is 3.9054 eV.

Element x y z (Å)
C  -0.9040  -0.5069  -2.0877
C  -1.2200  0.4782  1.3484
O  -1.4916  -0.7770  1.1064
C  0.3099  0.7477  1.2820
C  1.3197  -0.3722  0.9665
C  0.4623  1.8740  0.3495
N  0.5680  2.7319  -0.4193
H  -0.3007  0.4023  -1.9811
H  -1.2463  -0.5858  -3.1238
H  -0.2903  -1.3876  -1.8521
H  -1.7646  -0.4606  -1.4290
H  -0.7312  -1.3554  0.8661
H  0.5164  1.1456  2.2878
H  2.3387  0.0119  1.0868
H  1.2248  -0.7332  -0.0645
H  1.2090  -1.2129  1.6640

---

(5)
Below is a structure of composition C5H9NO at a distorted geometry, with properties calculated with ωB97M-V with the def2-TZVPD basis set.

The calculation puts the HOMO-LUMO gap at 0.36950 Ha. For the maximum force, the calculation gives 3.257 eV/A. The LUMO energy comes out at 0.7677 eV. Its energy relative to the best compared isomer or geometry (same formula, charge and spin) is 5.0954 eV.

Element x y z (Å)
C  1.8098  0.1293  0.7057
C  0.7473  -0.0920  -0.3633
N  -0.1865  -1.2997  -0.2604
C  -0.9900  -0.3596  0.8809
C  -0.6368  0.5516  -0.2885
O  -1.0336  1.8584  -0.4979
C  -1.1099  -0.6037  -1.1854
H  2.5742  -0.6523  0.6469
H  2.3117  1.0925  0.5513
H  1.3968  0.1292  1.7173
H  1.1929  -0.0570  -1.3627
H  -0.3284  -0.9844  1.4381
H  -2.0718  -0.4807  1.0312
H  -0.7551  2.3998  0.2510
H  -0.7899  -0.6616  -2.2251
H  -2.1306  -0.9695  -1.0392

---

(6)
Below is the molecule C5H9NO, with properties calculated with ωB97M-V with the def2-TZVPD basis set.

The calculation puts the HOMO-LUMO gap at 0.38164 Ha. For the maximum force, the calculation gives 0.728 eV/A. The LUMO energy comes out at 0.9855 eV. Its SMILES is CC1(C)COC=N1. Its energy relative to the best compared isomer or geometry (same formula, charge and spin) is 1.7976 eV.

Element x y z (Å)
C  1.1258  1.0871  0.7844
C  0.1602  0.1586  0.0428
C  0.9268  -0.6742  -1.0750
C  -0.8207  -0.4798  1.0698
O  -1.8827  -0.9521  0.2299
C  -1.8226  -0.0803  -0.8116
N  -0.8569  0.7372  -0.8788
H  1.8507  1.5231  0.0949
H  1.6966  0.5180  1.5366
H  0.6213  1.8964  1.3217
H  0.6324  -1.7279  -1.1065
H  0.6739  -0.2810  -2.0773
H  2.0095  -0.5576  -0.9937
H  -0.5154  -1.2738  1.7559
H  -1.2324  0.3421  1.6931
H  -2.5666  -0.2358  -1.5861

---

(7)
Below is the molecule C5H9NO at a distorted geometry, with properties calculated with ωB97M-V with the def2-TZVPD basis set.

The calculation puts the HOMO-LUMO gap at 0.38911 Ha. For the maximum force, the calculation gives 2.426 eV/A. The LUMO energy comes out at 0.9438 eV. Its SMILES is C=CCCNC=O. Its energy relative to the best compared isomer or geometry (same formula, charge and spin) is 2.0440 eV.

Element x y z (Å)
O  -0.8379  -1.7899  -2.2244
C  -0.7670  -1.0418  -1.2854
N  0.1385  -1.1211  -0.2703
C  -0.1684  -0.6925  1.1102
C  0.7819  0.4315  1.5145
C  0.7804  1.5118  0.4675
C  0.0558  2.6472  0.4857
H  -1.4138  -0.1492  -1.2144
H  0.8876  -1.7315  -0.5386
H  -0.0210  -1.6243  1.6354
H  -1.2041  -0.3517  1.1708
H  0.5241  0.9409  2.4514
H  1.7590  -0.0136  1.7222
H  1.3973  1.3424  -0.4111
H  -0.2044  2.9250  1.5041
H  -0.2837  3.0823  -0.4397

---

(8)
Below is the molecule C5H9NO at a distorted geometry, with properties calculated with ωB97M-V with the def2-TZVPD basis set.

The calculation puts the HOMO-LUMO gap at 0.31055 Ha. For the maximum force, the calculation gives 6.388 eV/A. The LUMO energy comes out at 0.1054 eV. Its SMILES is CC/C(N)=C/C=O. Its energy relative to the best compared isomer or geometry (same formula, charge and spin) is 2.8659 eV.

Element x y z (Å)
C  1.1688  -0.4021  -0.2750
C  2.0451  0.7701  0.1262
C  -0.3338  -0.4915  0.4017
N  -0.9750  -1.6984  0.3809
C  -2.3217  0.8184  -0.3922
C  -0.9010  0.6722  -0.0105
O  -2.8331  1.9164  -0.5580
H  -0.5976  -2.5481  -0.0319
H  -1.5288  -1.9344  1.1958
H  -2.9470  -0.0909  -0.3760
H  -0.3961  1.6252  0.0967
H  1.1629  -0.5251  -1.3628
H  1.6140  -1.3179  0.1254
H  2.0091  0.9343  1.2060
H  3.0861  0.5750  -0.1537
H  1.7481  1.6968  -0.3726

---

(9)
Below is a cluster of 4 separate species, C5H9NO in total at a distorted geometry, with properties calculated with ωB97M-V with the def2-TZVPD basis set.

The calculation puts the HOMO-LUMO gap at 0.34876 Ha. For the maximum force, the calculation gives 1.087 eV/A. The LUMO energy comes out at 0.4095 eV. Its energy relative to the best compared isomer or geometry (same formula, charge and spin) is 4.7588 eV.

Element x y z (Å)
C  -1.7679  -0.1301  -0.5918
C  -1.0687  -0.4937  0.6860
O  -0.6375  -1.6574  0.8675
C  0.9580  0.7620  0.5349
C  1.8524  -0.1544  -0.0120
C  0.4546  1.8362  -0.2583
N  0.0351  2.7129  -0.8942
H  -1.8988  0.9462  -0.7194
H  -2.7558  -0.6065  -0.5649
H  -1.2268  -0.5450  -1.4501
H  -1.2296  0.1292  1.5723
H  0.4763  -1.8265  0.1091
H  0.9745  0.9294  1.6060
H  2.6060  -0.5944  0.6363
H  2.1402  -0.0543  -1.0570
H  1.2257  -1.4774  -0.2036

---

(10)
Below is the molecule C5H9NO, with properties calculated with ωB97M-V with the def2-TZVPD basis set.

The calculation puts the HOMO-LUMO gap (alpha / beta) at 0.27484 / 0.26735 Ha. For the maximum force, the calculation gives 0.288 eV/A. The LUMO energy (alpha / beta) comes out at 0.8533 / 0.7735 eV. Its energy relative to the best compared isomer or geometry (same formula, charge and spin) is 4.6589 eV.

Element x y z (Å)
C  -0.2652  2.1194  0.5752
C  0.6062  1.2036  -0.2054
N  1.2796  0.2009  0.3417
C  1.3415  -0.9808  -0.3366
C  0.0495  -1.6115  -0.6948
C  -1.1913  -1.4422  0.0942
O  -1.0422  -0.8200  -1.1758
H  -1.3012  1.7518  0.5047
H  -0.2521  3.1351  0.1684
H  0.0015  2.1440  1.6389
H  0.5498  1.1708  -1.2844
H  1.6368  0.3113  1.2967
H  2.1972  -1.6232  -0.1714
H  0.1637  -2.5588  -1.2231
H  -1.9529  -2.2220  0.1529
H  -1.1707  -0.7626  0.9511